(1)
Computed, not measured: a structure of composition C8H8N2S, with wB97M-V/def2-TZVPD.

Each line ends with the Löwdin charge.
CARTESIAN COORDINATES (ANGSTROEM)
H  0.9355  -2.7030  -0.4145  0.095
C  -3.4803  -0.2461  -1.2438  -0.256
H  -1.9797  2.3160  2.2715  0.114
C  -1.7363  1.6848  1.4194  -0.121
C  -0.3300  1.3460  1.3598  -0.036
H  2.0258  -0.4495  -2.0499  0.085
C  -3.0874  0.4755  -0.2362  -0.350
C  0.9906  -0.4943  -0.3003  -0.440
S  -1.7383  -0.8502  -1.4953  0.904
H  0.3474  1.6993  2.0733  0.077
H  2.3737  -1.8139  -0.0541  0.047
H  1.4930  1.1755  -1.4930  0.087
C  1.8866  0.2246  -1.2499  -0.001
H  2.7470  0.4172  -0.6739  0.083
C  0.1147  0.3815  0.5398  -0.150
H  1.1476  -2.1160  1.2215  0.113
N  -0.4897  -0.3715  -0.4478  -0.318
N  -2.5819  1.1888  0.6236  0.083
C  1.3618  -1.8650  0.1497  -0.016

Computed properties:
total charge	0
HOMO energy	-7.99	eV
calculated total energy	-22234.445	eV
ΔE to the lowest compared entry with this formula, charge and spin	175.2	kcal/mol
Kohn-Sham gap	8.307	eV

---

(2)
Computed, not measured: an isolated molecule of C3H6N4S, with wB97M-V/def2-TZVPD.

Each line ends with the Löwdin charge.
CARTESIAN COORDINATES (ANGSTROEM)
H  -0.6339  2.9522  0.1551  0.151
C  -1.4758  -0.1017  0.2782  -0.700
H  1.6437  -1.6633  -1.2559  0.075
H  -2.7386  1.6109  -0.2371  0.171
H  2.0509  0.0141  -0.5340  0.097
C  1.8584  -1.1135  -0.3473  -0.123
N  0.8035  -1.0994  0.6084  -0.044
N  0.3909  1.1611  0.2028  0.084
S  -2.4379  -1.4687  -0.0785  0.522
C  -0.0251  -0.0279  0.4403  -0.427
N  -1.8053  1.2694  0.1036  0.016
N  -0.6272  1.9770  -0.1617  -0.038
H  0.2143  -1.9728  0.6325  0.116
H  2.7821  -1.5375  0.1935  0.100

Computed properties:
total charge	0
HOMO energy	-8.04	eV
calculated total energy	-20001.755	eV
ΔE to the lowest compared entry with this formula, charge and spin	59.5	kcal/mol
Kohn-Sham gap	8.112	eV

---

(3)
Computed, not measured: a structure of composition C11H24Cs2F2KLiN2NaO11S3, with wB97M-V/def2-TZVPD.

Each line ends with the Löwdin charge.
CARTESIAN COORDINATES (ANGSTROEM)
H  -4.7877  3.9847  0.7806  0.051
H  -1.6014  7.0388  -0.3692  0.058
H  3.7187  -1.6618  -0.6439  0.047
Na  -1.1303  1.3119  -1.7695  0.615
S  -2.7773  5.2168  0.5689  0.829
C  5.4627  -1.7171  -3.2271  -0.557
Cs  -4.1461  -2.1443  3.0476  1.742
S  6.5152  0.8648  2.5458  0.158
C  3.3297  -2.3872  0.0690  -0.157
H  -3.1098  -0.5164  -2.1978  -0.133
Cs  -1.0989  1.6106  1.6297  1.404
H  -2.9486  6.5256  -1.4164  0.063
H  4.0007  -2.5473  0.9004  -0.087
O  -0.9504  -1.2472  -1.4910  0.159
C  -2.6405  6.7195  -0.3896  -0.254
K  3.6944  -2.6716  2.5117  1.012
C  -2.2402  -3.5229  -0.0107  -0.190
H  -1.1800  -3.6680  0.1577  0.120
H  3.2191  -3.3325  -0.4430  0.086
S  -3.8887  -0.7301  -1.1363  0.947
O  5.0861  0.5421  2.8808  -0.537
O  -5.6111  1.1920  1.2378  -0.218
H  -3.8876  -2.4921  0.9244  -0.008
H  -2.3454  -2.3559  1.8168  -0.002
H  -5.0904  5.7425  0.7181  0.061
O  -5.0145  0.1655  3.0683  -0.404
H  1.1894  -2.3849  -0.0221  0.098
H  2.8004  -0.0334  0.3043  0.146
H  -4.7040  4.8418  -0.7827  0.065
N  0.7994  -0.0406  -0.3018  -0.046
O  4.9214  -1.8607  -2.0022  -0.332
O  -2.0328  4.1510  -0.1861  -0.656
O  7.3354  -0.3458  2.8193  -0.475
C  1.8616  -0.4379  0.6523  -0.138
N  -2.6397  -1.0245  0.0707  -0.349
O  6.6040  1.2449  1.1172  -0.437
C  -5.4140  0.0363  1.8479  -1.153
H  -2.7094  -4.3951  0.3949  0.097
H  3.6629  -2.1848  -4.3875  0.041
C  -2.7893  -2.3312  0.7797  -0.426
F  -2.7924  -4.0686  2.2892  -0.795
H  1.7261  -2.3781  1.6634  0.045
Li  -7.5919  0.2195  1.4855  0.841
O  6.9563  1.9988  3.3945  -0.453
O  -0.4437  -0.0033  0.3261  -0.702
C  -1.3601  -0.8486  -0.4646  -0.619
H  4.8760  -1.2733  -5.3076  0.042
H  6.0053  -2.6202  -3.6227  0.074
F  -2.5565  -3.4971  -1.3638  -0.061
C  4.4076  -1.3857  -4.3156  -0.159
H  -3.2693  7.4850  0.0623  0.060
H  3.8982  -0.4464  -4.0789  0.038
C  1.9259  -1.9793  0.6523  -0.244
H  1.6886  -0.1138  1.7010  0.121
C  -4.5185  4.9211  0.2880  -0.243
H  6.2332  -0.9099  -3.3171  0.082
H  1.0152  0.8424  -0.7747  0.125
O  -5.6629  -1.0983  1.3159  -0.393

Computed properties:
total charge	-1
HOMO energy	-2.14	eV
calculated total energy	-97269.630	eV
ΔE to the lowest compared entry with this formula, charge and spin	57.3	kcal/mol
Kohn-Sham gap	1.619	eV

---

(4)
Computed, not measured: a structure of composition C27H72F6N14O17S2Zr, with wB97M-V/def2-TZVPD.

Each line ends with the Löwdin charge.
CARTESIAN COORDINATES (ANGSTROEM)
Zr  -2.0697  -1.9673  3.4759  1.946
H  1.1716  -5.6869  4.9300  0.138
H  -3.5563  6.7427  -3.6185  0.057
H  -3.2993  5.8475  -0.9072  0.122
H  10.3478  -4.4985  -2.4322  0.132
H  -2.2939  4.7819  -3.4743  0.106
N  0.2515  -5.2974  5.0476  0.240
C  0.0854  -0.7336  -0.2426  -0.653
N  0.0270  -4.7342  2.8255  0.244
H  12.7479  -3.5941  -4.3381  0.091
H  5.4302  -3.7411  -5.9971  0.084
H  0.0071  7.1420  4.2102  0.092
S  0.3012  -0.7624  1.5821  0.533
H  -1.6048  5.3535  1.2124  0.072
H  -2.5237  -3.0402  -7.8793  0.099
H  -4.1522  -3.7530  -7.5737  0.085
C  -2.8330  5.9985  -1.8502  -0.479
C  -3.7286  -5.8311  1.7459  -0.657
H  -2.6426  -4.7441  -7.2576  0.100
N  -1.0581  4.2194  5.6646  0.009
H  -1.0020  0.4803  -4.2941  0.100
H  -1.0648  -3.9038  -5.4776  0.140
F  -4.1926  -5.2520  0.6520  0.163
H  6.9645  -5.2760  -5.4838  0.107
H  -3.3057  -1.3425  -4.5138  0.081
H  -0.0840  4.7587  3.8720  0.121
C  -5.0142  2.2270  -4.4480  -0.105
H  1.4668  3.9886  5.8899  0.125
H  -5.5930  -3.2014  6.9040  0.131
C  -3.5064  -0.6724  0.9608  -0.559
C  -1.5988  6.8727  -1.6260  -0.144
N  -2.0255  4.6793  1.8030  0.209
H  -1.0103  6.9822  -2.5342  0.128
O  -5.1280  -4.1921  3.2969  -0.253
H  -6.0144  2.0786  -4.7935  0.081
H  -0.7078  3.5827  -0.1570  0.107
H  -3.6533  -1.6176  -0.8736  0.139
C  -2.4480  4.6463  -2.3665  -0.069
C  -1.9382  0.1641  -4.7008  -0.197
C  6.8817  -5.5538  -4.4255  -0.276
H  -2.5849  4.8641  2.5841  0.091
H  -1.1721  -2.4504  -6.5068  0.111
F  0.9195  0.1773  -0.6519  0.175
H  3.5841  5.0000  6.1325  0.098
H  -1.5165  4.3015  -1.9255  0.055
F  0.2900  -1.8878  -0.9250  0.151
H  -3.2914  4.0385  -2.2111  0.052
N  0.1570  0.4472  6.1326  0.210
N  -5.6552  -1.2306  5.2449  0.262
H  -0.7580  4.3288  6.6634  0.116
O  -1.0824  -0.6234  4.6898  -0.183
H  -1.8192  -3.0027  -3.5809  0.092
N  -1.2163  1.6690  4.6722  0.214
H  -1.8313  0.1915  -5.8317  0.144
F  -1.1070  -0.2088  -0.5512  0.108
N  7.8718  -4.7700  -3.7411  -0.047
C  1.2720  5.0406  5.5126  -0.212
H  3.8377  6.4882  5.1954  0.090
H  5.0346  -2.3098  -5.2234  0.050
H  -1.6142  6.7318  4.7753  0.079
H  -4.0681  0.4977  -0.5105  0.122
O  10.7988  -3.3110  -4.0122  -0.185
F  -2.4680  -6.1242  1.4953  0.150
C  9.2102  -5.2346  -4.1657  -0.189
O  -2.9652  -3.1710  -5.9360  -0.204
C  10.4352  -4.5404  -3.5504  -0.294
O  -3.1826  -5.3375  4.3220  -0.245
C  -1.6437  -2.9315  -5.6497  -0.276
C  0.3403  7.1857  -0.2195  -0.104
O  -4.1825  1.1439  -4.8618  -0.164
C  -4.6956  -2.0842  5.4084  -0.534
H  1.0903  7.1028  -1.0169  0.093
H  -3.0693  1.3873  -3.1809  0.095
H  -0.0893  8.1748  0.0206  0.095
H  -0.0957  -5.0337  5.9124  0.103
H  7.8164  -5.0273  -2.7465  0.124
N  -1.2638  2.9830  0.4443  0.204
C  12.1361  -2.9644  -3.6691  -0.095
H  -0.2410  6.9717  5.9309  0.076
H  12.3552  -1.9131  -3.9592  0.099
H  0.4803  -0.3937  6.5983  0.142
O  -2.6765  2.5171  2.2263  -0.052
H  -2.0461  4.4984  5.6115  0.103
C  -2.0858  3.3545  1.4880  -0.579
S  -3.7843  -4.7191  3.1700  0.576
H  -2.3472  2.1746  -4.6249  0.123
H  -4.1439  -3.7437  6.3900  0.102
H  4.2084  4.8349  4.4008  0.113
H  5.4071  -5.6005  -2.9554  0.118
C  -0.5469  6.5852  4.9783  -0.052
O  2.2736  5.3889  4.5564  -0.191
O  -3.3386  -0.8231  2.2092  -0.134
C  -0.7101  0.5165  5.1344  -0.567
H  -5.5376  -0.5435  4.5111  0.149
O  -2.9219  -3.6897  2.4704  -0.461
H  4.6720  -5.6098  -4.6438  0.135
O  -0.9765  -3.4869  4.3974  -0.173
H  6.9909  -6.6327  -4.4500  0.116
H  -0.1636  -3.9726  2.1596  0.111
O  -0.7540  6.3430  -0.5342  -0.264
O  -3.5539  -1.9723  4.8050  -0.180
O  -0.5510  -1.9674  2.0042  -0.462
N  -4.8142  -3.0467  6.3196  0.259
H  -1.9631  7.8954  -1.3470  0.134
H  -6.4922  -1.1642  5.7822  0.144
C  -1.5130  -2.2439  -4.2663  -0.168
H  12.3772  -3.1709  -2.6254  0.085
C  5.6256  -3.1356  -5.1135  -0.103
C  -0.2119  -4.4817  4.0868  -0.555
H  -1.3584  2.0105  0.2784  0.050
C  -0.1590  5.1176  4.8961  -0.402
H  0.2870  1.4271  6.4960  0.148
O  1.6931  -0.8850  1.6918  -0.190
N  -3.6890  -1.7620  0.1454  0.230
H  -0.8739  2.6236  5.0269  0.078
O  -0.2723  0.4003  2.0768  -0.236
H  6.7213  -2.9216  -5.1965  0.103
H  -0.4761  -1.9454  -4.1167  0.115
N  -3.6071  0.5029  0.3698  0.233
H  0.8665  6.7980  0.7241  0.106
C  3.5519  5.4426  5.0949  -0.118
H  -3.2112  1.3587  0.8001  0.088
C  -3.1281  -3.7410  -7.2307  -0.077
N  -3.8574  6.4914  -2.7269  0.064
H  1.4244  5.6278  6.4034  0.115
H  -4.3014  7.3103  -2.2982  0.095
F  -4.4002  -7.0169  1.9566  0.128
H  9.3119  -5.2447  -5.2691  0.133
C  -2.9218  1.2895  -4.2517  -0.255
H  -3.9566  -2.6481  0.4472  0.073
O  5.3016  -3.8116  -3.9031  -0.187
H  9.4189  -6.2742  -3.7725  0.126
H  -1.7244  1.7450  3.7958  0.071
H  -5.0410  2.4274  -3.4032  0.055
C  5.4738  -5.1944  -3.9729  -0.240
H  -4.6585  3.2105  -4.8693  0.106
N  -2.4347  -1.0763  -4.1298  -0.058
H  0.6760  -5.4585  2.5737  0.146
H  11.2727  -5.2334  -3.6927  0.113

Computed properties:
total charge	+2
HOMO energy	-11.17	eV
calculated total energy	-124084.983	eV
Kohn-Sham gap	6.259	eV

---

(5)
Computed, not measured: a structure of composition C33H14BrF16GeMnN2O2S2, with wB97M-V/def2-TZVPD.

Each line ends with the Löwdin charge.
CARTESIAN COORDINATES (ANGSTROEM)
C  -2.9978  -1.1630  -0.0538  -0.130
C  -0.4400  -3.0383  2.4572  -0.122
C  -2.6767  4.6814  -0.3900  -0.263
C  1.7192  5.2838  -0.9118  -0.125
H  2.6666  -2.5225  1.3433  0.090
C  0.2039  5.6666  1.7608  -0.126
C  -4.9151  0.1632  -0.5441  -0.296
F  -5.0400  4.6196  -0.4744  0.124
O  -0.3663  -0.6476  2.2926  -0.137
C  2.5713  -0.5344  1.2598  -0.882
C  -0.8511  -4.5702  0.6360  -0.119
H  -4.5738  2.1599  -1.2043  0.097
F  2.3537  4.7873  2.1160  0.068
C  1.4396  6.1075  3.8107  -0.141
H  2.9110  -1.7529  2.8515  0.093
F  -1.8921  6.7344  1.5199  0.102
C  -0.8060  6.4723  2.2567  -0.211
F  -0.3057  5.7258  -2.8873  0.101
Ge  0.1720  4.5340  0.1019  0.696
H  -5.0405  -1.8494  0.1529  0.108
F  -2.6190  6.1423  -4.2004  0.118
C  3.1628  0.6820  3.3094  -0.051
C  -1.4572  5.4610  -2.2569  -0.209
F  -2.7000  4.1508  0.8327  0.094
C  -0.0107  -1.6699  2.9665  -0.613
H  2.4756  1.4444  1.4490  0.038
C  2.6345  4.5067  -1.5989  -0.225
S  0.3114  2.5340  0.8001  0.338
C  -0.5931  -4.0852  3.3593  -0.019
C  -2.7339  1.0712  -0.8106  -0.160
C  -0.8729  -5.3684  2.9159  -0.129
N  2.7893  0.5965  1.9082  -0.037
H  -2.6013  -2.1211  0.2663  0.063
C  1.8755  6.6568  -0.9929  -0.230
C  -1.4458  4.9955  -0.9526  -0.115
C  -3.8445  5.4046  -2.3366  -0.133
F  0.4720  7.4417  5.4900  0.128
H  -0.9954  -6.1818  3.6178  0.095
C  3.6724  5.0643  -2.3261  -0.138
C  -4.1147  1.2294  -0.8892  -0.032
F  -1.7251  7.8351  3.9565  0.118
C  0.3926  6.8760  4.2886  -0.137
H  -0.9457  -4.7582  -0.4246  0.104
H  4.1751  0.2974  3.4611  0.088
H  -0.4918  -2.4776  0.3898  0.076
H  -0.4756  -3.8861  4.4164  0.117
S  1.9661  -0.5543  -0.3460  0.594
F  4.5376  4.2956  -2.9890  0.122
C  3.8098  6.4409  -2.3719  -0.135
F  2.5372  5.9448  4.5529  0.118
C  -0.5925  -3.2875  1.0978  -0.046
C  -4.3800  -1.0364  -0.1243  -0.034
C  -2.1157  -0.1241  -0.3892  -0.232
C  -3.8700  4.8937  -1.0485  -0.153
F  -6.2661  0.2879  -0.6412  0.026
Br  -1.2911  -7.3712  0.9320  0.692
O  0.6495  -1.6433  4.0111  0.001
H  -2.1191  1.9119  -1.1242  0.061
C  -0.7297  7.0685  3.5044  -0.140
N  2.9382  -1.6920  1.8417  0.126
F  0.9877  7.4613  -0.3865  0.096
H  2.4620  0.1184  3.9294  0.076
C  -2.6342  5.6741  -2.9499  -0.140
C  1.3245  5.5245  2.5643  -0.238
F  2.5207  3.1794  -1.5788  0.086
F  4.8069  6.9924  -3.0566  0.129
C  -0.9809  -5.5960  1.5547  -0.689
C  2.9049  7.2456  -1.7009  -0.141
F  3.0346  8.5747  -1.7505  0.117
H  3.1299  1.7269  3.6061  0.088
F  -4.9797  5.6229  -2.9879  0.136
Mn  -0.3104  0.3536  0.5261  0.404

Computed properties:
multiplicity	6
total charge	-1
HOMO energy (alpha / beta)	-5.15 / -5.96	eV
calculated total energy	-264555.519	eV
ΔE to the lowest compared entry with this formula, charge and spin	12.2	kcal/mol
Kohn-Sham gap (alpha / beta)	7.101 / 7.904	eV
⟨S²⟩	8.76

---

Which value of calculated total energy does entry 2 give? -20001.755 eV

---

Which of these has the highest total charge? C27H72F6N14O17S2Zr